The molecule C2H3BrFNO2 at a distorted geometry, computed with wB97M-V/def2-TZVPD.

## Properties
- calculated total energy (hartree) = -2956.985670
- energy above the lowest of the compared OMol25 structures with the same formula, charge and spin (kJ/mol) = 65.43
- orbital gap (eV) = 10.8
- LUMO energy (eV) = -0.3

Geometry as XYZ:
```
10
Properties=species:S:1:pos:R:3:nbo_charge:R:1
O 0.22187 2.53716 1.18391 -0.3895
N -0.22230 1.83574 0.28443 0.5103
O -1.35361 1.65888 -0.02257 -0.3375
C 0.82513 1.39410 -0.62914 -0.3208
C 1.18993 -0.22017 -0.07504 0.1378
F 0.37786 -1.10104 -0.76824 -0.3361
Br 3.08364 -0.61731 -0.03815 0.0493
H 1.72339 1.98008 -0.48453 0.2422
H 0.38490 1.52680 -1.72158 0.2528
H 0.84706 -0.19337 0.98189 0.1915
```